No. 1
{"formula": "C27H63BaN2O9", "method": "ωB97M-V/def2-TZVPD", "charge": 1, "e_above_lowest_ev": 0.000, "homo_ha": -0.36687, "fmax_ev_per_a": 1.87, "orbital_gap_ha": 0.2268, "elements": ["Ba", "O", "C", "O", "O", "H", "C", "C", "O", "H", "H", "H", "H", "H", "H", "C", "C", "O", "H", "H", "H", "H", "H", "H", "C", "C", "O", "H", "H", "H", "H", "H", "H", "C", "C", "O", "H", "H", "H", "H", "H", "H", "C", "C", "C", "C", "C", "C", "N", "O", "C", "C", "C", "H", "H", "H", "H", "H", "H", "H", "H", "H", "H", "H", "H", "H", "H", "H", "H", "H", "H", "H", "C", "C", "C", "C", "C", "C", "N", "O", "C", "C", "C", "H", "H", "H", "H", "H", "H", "H", "H", "H", "H", "H", "H", "H", "H", "H", "H", "H", "H", "H"], "positions_angstrom": [[10.5304, 5.2840, -1.0336], [15.0955, 4.6528, -1.3938], [13.7871, 4.9007, -1.1544], [13.1569, 4.1445, -0.3586], [13.1978, 5.8559, -1.7738], [15.3991, 5.3735, -2.0574], [10.7676, 0.8544, -2.1916], [10.4181, 1.7441, -1.0261], [9.4585, 2.7610, -1.3746], [10.8248, 1.3575, -3.1591], [10.0035, 0.0821, -2.3482], [11.7066, 0.3445, -1.9780], [11.3409, 2.2509, -0.7133], [10.1791, 1.1164, -0.1641], [8.6920, 2.3496, -1.7911], [18.1607, 4.3366, 2.0707], [17.2571, 3.3259, 1.3805], [15.8813, 3.7369, 1.4101], [19.1177, 3.8889, 2.3421], [17.6795, 4.7382, 2.9654], [18.3616, 5.2065, 1.4395], [17.3116, 2.3625, 1.8889], [17.5902, 3.1945, 0.3447], [15.6437, 4.1346, 0.5659], [12.6949, 2.3403, 4.2950], [13.5227, 2.7044, 3.0873], [12.6333, 2.7031, 1.9330], [13.2472, 2.4094, 5.2299], [12.3217, 1.3134, 4.2427], [11.8178, 2.9932, 4.3467], [14.3062, 1.9647, 2.9224], [13.9452, 3.7021, 3.2039], [13.1720, 2.8792, 1.1376], [8.1581, 4.1723, 1.8839], [9.4696, 3.4881, 2.1268], [10.5216, 4.1798, 1.4310], [7.4220, 3.9537, 2.6497], [7.7441, 3.9161, 0.9022], [8.3086, 5.2598, 1.8697], [9.4514, 2.4419, 1.8005], [9.7043, 3.4386, 3.1936], [11.3737, 3.6804, 1.6611], [16.5404, 7.1887, -0.6748], [17.2261, 7.2659, -2.0264], [18.3286, 6.2103, -2.0663], [18.8353, 5.8640, -3.4792], [17.6697, 5.6038, -4.4238], [16.6272, 6.7088, -4.4726], [16.2329, 6.9615, -3.0747], [15.1737, 7.9141, -3.0555], [17.1946, 7.9126, -5.2050], [15.4306, 6.1767, -5.2461], [17.8504, 8.6737, -2.1632], [16.2269, 6.1748, -0.4286], [15.6948, 7.8720, -0.6183], [17.2643, 7.4670, 0.0936], [19.1955, 6.5893, -1.5200], [17.9875, 5.2744, -1.6163], [19.4456, 4.9643, -3.3984], [19.4859, 6.6589, -3.8571], [17.2338, 4.6468, -4.1143], [18.0737, 5.3698, -5.4151], [17.9776, 8.4541, -4.6899], [17.5959, 7.5848, -6.1713], [16.4201, 8.6323, -5.4901], [15.7727, 5.7306, -6.1781], [14.9560, 5.3623, -4.6866], [14.6730, 6.9460, -5.3796], [17.0578, 9.3734, -2.4413], [18.6634, 8.7230, -2.8792], [18.2126, 9.0040, -1.1897], [14.3874, 7.4221, -2.7528], [14.6213, 0.8321, -0.5223], [15.7120, 0.0602, -1.2872], [15.1965, -1.3067, -1.6729], [14.4015, -1.4027, -2.9587], [15.0488, -0.6270, -4.1049], [15.5274, 0.7795, -3.7381], [16.1925, 0.7592, -2.4655], [16.7941, 1.9956, -2.1595], [16.4859, 1.2398, -4.8069], [14.2898, 1.7206, -3.7593], [16.8871, -0.1382, -0.3490], [13.6670, 0.8359, -1.0557], [14.9110, 1.8716, -0.3580], [14.4413, 0.3801, 0.4565], [16.0467, -1.9933, -1.7371], [14.6294, -1.6908, -0.8187], [13.3328, -1.1734, -2.9012], [14.4544, -2.4595, -3.2430], [14.3674, -0.5425, -4.9460], [15.9552, -1.1760, -4.3878], [17.4335, 0.7132, -4.6802], [16.1070, 0.9831, -5.8002], [16.6676, 2.3127, -4.7856], [13.5701, 1.4509, -2.9896], [14.6392, 2.7345, -3.5351], [13.8314, 1.6818, -4.7467], [17.2358, 0.8291, 0.0098], [17.7062, -0.6288, -0.8678], [16.5556, -0.6882, 0.5339], [16.0754, 2.6040, -1.8982]], "forces_ev_per_angstrom": [[1.6, -0.7, 0.6], [-0.8, 0.9, -0.9], [-1.2, -0.1, -0.3], [0.2, 0.4, -0.5], [0.2, -0.4, 0.2], [0.1, -0.7, 0.5], [-0.6, -0.7, -0.4], [1.4, -0.2, -0.2], [-0.1, 0.2, 0.3], [0.3, 0.3, 0.2], [0.1, 0.0, 0.2], [0.0, 0.0, -0.1], [-0.3, 0.4, -0.1], [-0.7, 0.3, 0.0], [0.0, 0.0, 0.0], [-0.1, 0.3, 0.0], [0.0, 0.4, -0.1], [0.1, -0.1, 0.0], [0.0, 0.0, 0.0], [0.0, -0.3, 0.1], [0.0, -0.1, -0.1], [0.0, 0.0, 0.0], [-0.1, -0.2, 0.1], [0.2, 0.0, 0.0], [-0.5, -0.3, 0.0], [-0.5, -0.1, 0.0], [0.4, -0.1, 0.0], [0.1, 0.2, -0.1], [0.1, 0.1, -0.2], [0.1, 0.0, 0.2], [0.1, 0.2, -0.1], [0.2, -0.1, -0.1], [0.0, 0.1, 0.2], [-0.1, 0.6, -0.6], [0.4, -0.5, 0.3], [0.1, -0.2, -0.3], [-0.1, -0.1, 0.0], [-0.1, -0.2, 0.1], [0.0, -0.1, 0.3], [-0.1, 0.1, -0.1], [0.0, 0.3, 0.0], [-0.1, 0.3, -0.1], [0.1, 0.0, 0.5], [0.6, 0.7, -0.2], [0.5, -0.3, -0.8], [-0.2, 0.4, 0.3], [0.8, -1.0, 0.1], [0.5, -0.2, 0.1], [-1.1, -1.2, 0.4], [-0.1, 0.2, 0.1], [-0.2, 0.5, -1.0], [-0.3, -0.3, 0.6], [-0.6, 0.1, 0.2], [0.0, 0.3, 0.0], [0.0, 0.0, 0.1], [-0.1, 0.1, 0.0], [-0.2, -0.1, 0.4], [-0.1, 0.0, 0.2], [0.1, 0.0, -0.1], [-0.1, 0.0, 0.0], [-0.4, 0.1, 0.2], [-0.2, 0.4, -0.1], [0.1, -0.1, 0.1], [0.1, -0.1, 0.2], [0.0, 0.0, 0.4], [-0.1, 0.3, -0.2], [0.1, 0.0, 0.1], [0.1, 0.0, -0.3], [0.2, 0.0, -0.1], [0.1, 0.0, 0.0], [0.2, -0.1, 0.0], [0.4, 0.0, 0.0], [-0.3, 0.2, -0.1], [-0.4, 0.5, 0.3], [0.0, -0.5, 0.2], [0.0, -0.5, -0.7], [0.8, -0.2, 0.8], [-1.7, 0.4, -0.2], [1.1, -0.5, -0.1], [-0.5, 0.2, 0.1], [0.5, -0.1, -0.5], [0.6, 0.1, 0.3], [0.1, 0.5, 0.4], [0.0, 0.0, 0.0], [0.0, 0.0, 0.1], [0.1, 0.0, 0.0], [0.1, 0.1, -0.2], [-0.1, 0.0, -0.1], [0.1, 0.2, 0.4], [-0.4, 0.1, 0.0], [0.1, -0.1, -0.2], [-0.2, 0.0, -0.3], [0.0, 0.1, 0.0], [-0.1, 0.1, 0.1], [0.1, 0.0, 0.1], [-0.2, -0.1, -0.1], [-0.2, 0.1, -0.2], [-0.1, 0.2, 0.0], [0.1, 0.0, 0.0], [0.0, -0.2, 0.1], [0.2, -0.3, -0.1], [0.2, -0.1, -0.1]], "mulliken_charge": [1.830, 0.605, 0.659, -0.764, -0.974, -0.573, -1.147, 0.815, -0.562, 0.359, 0.499, 0.045, -0.274, 0.191, 0.273, -1.356, 0.140, -0.300, 0.435, 0.296, 0.159, 0.477, -0.003, -0.049, -1.294, 0.055, -0.439, 0.404, 0.313, 0.212, 0.181, 0.300, 0.137, -1.327, 0.113, -0.336, 0.406, 0.247, 0.266, 0.190, 0.275, 0.440, -1.911, 1.918, -0.616, -1.068, -0.744, 1.618, 1.295, -0.708, -1.725, -1.831, -1.869, 0.336, 0.374, 0.537, 0.441, -0.412, 0.557, 0.374, -0.524, 0.696, 0.263, 0.415, 0.345, 0.459, 0.138, 0.356, 0.364, 0.352, 0.494, 0.198, -1.048, 2.366, -1.405, -0.414, -1.437, 1.760, 0.189, -0.471, -1.593, -0.751, -2.007, -0.575, 0.092, 0.785, 0.395, 0.383, 0.078, 0.454, 0.486, 0.350, 0.492, 0.406, -0.003, -0.033, -0.358, 0.619, 0.074, 0.542, 0.386, 0.188]}

No. 2
{"formula": "C27H63BeN2O14P3", "method": "ωB97M-V/def2-TZVPD", "e_above_lowest_ev": 0.981, "homo_ha": -0.19219, "fmax_ev_per_a": 5.50, "orbital_gap_ha": 0.0794, "elements": ["Be", "C", "C", "C", "C", "C", "C", "N", "O", "C", "C", "C", "H", "H", "H", "H", "H", "H", "H", "H", "H", "H", "H", "H", "H", "H", "H", "H", "H", "H", "C", "C", "C", "C", "C", "C", "N", "O", "C", "C", "C", "H", "H", "H", "H", "H", "H", "H", "H", "H", "H", "H", "H", "H", "H", "H", "H", "H", "H", "C", "O", "P", "O", "O", "C", "O", "C", "H", "H", "H", "H", "H", "H", "H", "H", "H", "C", "O", "P", "O", "O", "C", "O", "C", "H", "H", "H", "H", "H", "H", "H", "H", "H", "C", "O", "P", "O", "O", "C", "O", "C", "H", "H", "H", "H", "H", "H", "H", "H", "H"], "positions_angstrom": [[0.6006, 1.1742, -0.5757], [4.6783, 1.5648, 4.5998], [3.1494, 1.3361, 4.0827], [2.2301, 1.4640, 5.3403], [2.1456, 2.9208, 5.9128], [1.5579, 3.8188, 4.8091], [2.2989, 3.7817, 3.4534], [2.6237, 2.3399, 3.0578], [3.4258, 2.1558, 1.8260], [3.4851, 4.7044, 3.6948], [1.3410, 4.5450, 2.4144], [2.9938, -0.1866, 3.7328], [4.9098, 0.9525, 5.4713], [4.9793, 2.6099, 4.6724], [5.2564, 1.1220, 3.7888], [2.4461, 0.6266, 6.0038], [1.1862, 1.3574, 5.0456], [3.1289, 3.2627, 6.2359], [1.7320, 2.8448, 6.9184], [1.6291, 4.7440, 5.3810], [0.4763, 3.9502, 4.8385], [4.3044, 4.3431, 3.0733], [3.9966, 4.6132, 4.6529], [3.2904, 5.7455, 3.4376], [1.1668, 5.5332, 2.8401], [0.3563, 4.0915, 2.5272], [1.8434, 4.5021, 1.4481], [1.9409, -0.4393, 3.8585], [3.6055, -0.7982, 4.3961], [3.3108, -0.3340, 2.7005], [2.7441, -4.8866, -2.6779], [4.0911, -4.0992, -2.7213], [5.0009, -4.6469, -3.9017], [4.4965, -4.3594, -5.3012], [4.2753, -2.9134, -5.5639], [3.4493, -2.1796, -4.4401], [3.8114, -2.6191, -3.0625], [3.1575, -1.9179, -1.9786], [1.9915, -2.4003, -4.7896], [4.0084, -0.7172, -4.7251], [4.9422, -4.4207, -1.4726], [2.8577, -5.8309, -2.1454], [2.3826, -5.1647, -3.6679], [2.0102, -4.2839, -2.1429], [4.8193, -5.7214, -3.8809], [6.0586, -4.4456, -3.7318], [3.5485, -4.8951, -5.3499], [5.2354, -4.7287, -6.0124], [3.7702, -2.7309, -6.5125], [5.3097, -2.5791, -5.6434], [1.7619, -1.8808, -5.7200], [1.3613, -1.9061, -4.0502], [1.7905, -3.4673, -4.8852], [3.7695, 0.0606, -3.9998], [3.6221, -0.2900, -5.6505], [5.0829, -0.6581, -4.8982], [5.3366, -5.4363, -1.5037], [4.4920, -4.2216, -0.5001], [5.7199, -3.6658, -1.3566], [-4.6681, 6.5304, 0.6293], [-3.6451, 5.6025, 0.5650], [-4.0745, 4.1021, 0.0401], [-2.9194, 3.2191, -0.2708], [-5.1938, 3.6252, 1.1550], [-5.7650, 2.3026, 1.1887], [-5.0268, 4.4515, -1.2365], [-4.4179, 4.9003, -2.4057], [-4.8658, 7.1074, -0.2741], [-4.3388, 7.1526, 1.4614], [-5.5670, 6.0334, 0.9941], [-5.9786, 1.9816, 2.2083], [-5.1222, 1.5122, 0.8012], [-6.6924, 2.1936, 0.6264], [-3.5922, 5.5581, -2.1342], [-5.2466, 5.3720, -2.9338], [-4.0107, 4.1741, -3.1092], [-2.9264, -3.7301, -3.1331], [-3.5546, -2.6576, -3.7854], [-3.6544, -1.1820, -3.0792], [-2.3969, -0.6126, -2.5628], [-4.1709, -0.2474, -4.3424], [-3.3498, -0.0265, -5.5325], [-4.9120, -1.2921, -2.0743], [-6.2499, -1.2564, -2.5363], [-2.9996, -3.7330, -2.0455], [-1.8429, -3.6547, -3.2251], [-3.1906, -4.6131, -3.7150], [-3.8930, 0.2997, -6.4194], [-2.8244, -0.9527, -5.7653], [-2.5718, 0.7126, -5.3412], [-6.6966, -0.3907, -2.0473], [-6.7748, -2.0773, -2.0476], [-6.4739, -1.3001, -3.6022], [-0.6677, -3.6295, 2.4291], [-1.2942, -2.7482, 3.4795], [-2.1048, -1.3996, 3.1373], [-1.2417, -0.5161, 2.2936], [-3.5056, -1.9476, 2.4232], [-4.2791, -2.9256, 3.1668], [-2.6109, -0.7153, 4.4987], [-2.6168, 0.7635, 4.6003], [0.3926, -3.6339, 2.6816], [-0.7128, -3.1317, 1.4605], [-1.0506, -4.6500, 2.4160], [-3.6565, -3.7496, 3.5154], [-5.1323, -3.2245, 2.5578], [-4.8156, -2.4637, 3.9955], [-2.0927, 1.3077, 3.8146], [-2.3259, 1.1584, 5.5737], [-3.6645, 1.0605, 4.5539]], "forces_ev_per_angstrom": [[0.1, 0.0, 0.1], [-1.2, -0.4, -2.2], [-0.4, 0.2, 2.7], [-0.5, 1.6, -0.5], [1.2, -2.3, -0.2], [-0.5, 0.4, 2.6], [-1.5, 1.0, 0.7], [4.0, -1.1, -3.1], [-3.3, 1.2, 4.2], [2.2, -0.9, -1.0], [0.9, -1.7, 1.7], [0.0, 1.5, -1.1], [-0.4, 0.3, 0.2], [-0.2, -0.2, 0.3], [0.3, 0.2, -0.1], [0.2, 0.4, 0.4], [-0.1, -0.7, -0.4], [0.5, 0.2, -0.7], [-1.3, 0.5, -0.3], [1.1, 1.2, -1.0], [-0.5, -1.6, -0.8], [0.0, 0.3, -0.7], [-0.7, 0.2, 0.5], [-0.1, -0.2, 0.2], [0.5, 0.2, -0.4], [0.1, -0.4, -0.9], [-0.6, 0.2, -0.1], [0.1, -0.2, -0.2], [0.0, 0.2, 0.1], [-0.1, -0.2, 0.0], [0.4, 0.3, 0.1], [0.5, -0.2, -1.8], [-1.3, -0.5, 0.4], [-0.6, -0.3, 0.3], [0.4, -0.3, 0.9], [2.5, 1.1, -1.5], [-1.9, 0.9, 4.3], [2.4, -2.5, -4.3], [-0.3, 0.9, 0.5], [-0.9, 0.7, 0.6], [-0.4, 2.0, 0.7], [0.2, 0.0, 0.2], [-0.1, 0.3, 0.0], [-0.1, 0.0, -0.1], [0.7, -0.3, 0.6], [-0.1, 0.2, 0.0], [0.0, -0.3, -0.6], [-0.3, -0.4, -0.2], [0.1, 0.0, 0.0], [-0.2, 0.9, 0.1], [0.1, -0.2, -0.2], [-0.1, -0.4, 0.2], [-0.3, 0.2, 0.1], [-0.2, -0.4, 0.5], [-0.5, -0.5, -0.3], [0.0, -0.5, 0.5], [0.0, 0.2, -0.2], [-0.9, -0.5, -0.1], [0.7, -0.3, -0.7], [-1.1, 1.0, 1.8], [0.7, -3.4, -1.2], [0.2, -0.2, -0.2], [-1.7, 1.2, 0.8], [1.1, 0.2, -1.2], [0.1, -0.9, -0.2], [0.1, -1.6, 2.1], [0.2, 0.9, -1.1], [0.2, -0.2, -0.1], [-0.3, 0.7, -0.3], [-0.3, 0.3, -0.3], [0.1, 0.7, 0.2], [0.5, 0.4, -0.2], [-0.1, 0.7, -0.1], [-0.1, 0.4, -0.4], [0.4, 0.6, -0.2], [-0.1, -0.7, 0.6], [1.7, -0.3, -0.1], [-0.8, 2.1, 0.4], [0.5, 1.0, -2.0], [-1.0, -1.1, 0.4], [-0.3, -0.9, 0.4], [0.9, -0.6, 0.9], [1.8, 0.3, -1.5], [-1.5, -0.1, 1.3], [-1.0, -0.4, 0.0], [0.3, 0.3, -0.4], [-0.4, -0.2, 0.8], [-0.7, -0.1, 0.5], [-0.1, -0.1, -0.1], [-0.2, 0.1, 0.3], [0.0, 0.4, -0.6], [0.1, -0.4, -0.2], [0.7, 0.2, 0.0], [0.3, 1.8, 0.6], [-0.6, -0.7, 0.1], [0.9, 0.3, -2.2], [-1.8, -0.9, 0.9], [1.3, 0.2, 1.2], [-0.5, 0.8, -0.1], [0.8, 0.3, -0.2], [-1.1, 0.0, -0.1], [-0.1, -0.2, 0.2], [-0.4, -0.1, 0.0], [-0.4, 0.4, 0.3], [-0.2, 0.0, -0.2], [0.6, -0.4, -0.5], [0.6, 0.2, 0.4], [0.3, -0.7, -0.1], [0.6, -0.9, 0.1], [-0.1, -0.2, -0.3]], "mulliken_charge": [0.004, -1.552, 1.232, -1.116, -1.079, -1.253, 1.765, 0.471, -0.516, -1.825, -1.666, -1.572, 0.323, 0.327, 0.455, 0.529, 0.217, 0.343, 0.496, 0.428, 0.500, 0.445, 0.321, 0.377, 0.427, 0.366, 0.363, 0.286, 0.342, 0.486, -1.730, 1.572, -1.151, -0.844, -1.219, 1.462, 0.312, -0.413, -1.697, -1.617, -1.794, 0.463, 0.323, 0.359, 0.429, 0.457, 0.281, 0.388, 0.442, 0.433, 0.435, 0.470, 0.285, 0.363, 0.391, 0.386, 0.353, 0.388, 0.472, -0.719, -0.302, 1.069, -0.490, -0.342, -0.701, -0.359, -0.671, 0.231, 0.261, 0.345, 0.281, 0.313, 0.289, 0.339, 0.252, 0.218, -0.581, -0.326, 0.946, -0.481, -0.383, -0.659, -0.192, -0.682, 0.291, 0.176, 0.278, 0.267, 0.272, 0.268, 0.249, 0.292, 0.301, -0.729, -0.379, 0.905, -0.389, -0.113, -0.770, -0.426, -0.720, 0.260, 0.355, 0.278, 0.320, 0.228, 0.295, 0.324, 0.280, 0.307]}

Which formula does entry 2 have?
C27H63BeN2O14P3